A molecular structure, C32H96AsF6N9O11. Source: OMol25; level of theory: wB97M-V/def2-TZVPD.

The geometry in ORCA input format:
```
! RIJCOSX wB97M-V def2-TZVPD def2/J DEFGRID3
* xyz 7 2
C -2.99077 -3.10317 4.17234
C -1.75435 -3.61909 3.43908
C -2.04907 -4.60197 2.29688
O -2.83035 -3.92956 1.26623
C -3.07492 -4.83171 0.28003
N -1.02093 -2.36196 3.07618
H -1.44114 -1.63029 3.63133
H -0.01463 -2.44376 3.10377
H -1.28870 -2.07647 2.14512
H -3.55707 -4.01555 4.35934
H -3.65374 -2.63710 3.44341
H -2.67190 -2.58410 5.07621
H -1.06239 -4.12377 4.11331
H -2.66268 -5.38947 2.73440
H -1.16873 -5.12790 1.92741
H -3.86115 -5.53622 0.55133
H -2.21695 -5.33639 -0.16416
H -3.49361 -4.18541 -0.49140
C -2.89156 8.24558 2.44486
C -2.05958 6.94470 2.45878
C -1.71611 6.26616 1.08139
O -1.02744 5.07274 1.41337
C -0.55119 4.45918 0.17488
N -0.90764 6.97915 3.43701
H -0.67552 7.94620 3.61314
H -1.12799 6.54506 4.32194
H -0.10609 6.46947 3.09374
H -3.34036 8.47786 3.41062
H -3.69138 8.19793 1.70585
H -2.23686 9.07341 2.17252
H -2.65353 6.15038 2.91084
H -1.14591 6.99858 0.50996
H -2.66309 6.01354 0.60438
H 0.30336 5.06507 -0.12640
H -1.29160 4.39857 -0.62274
H -0.25732 3.43083 0.38521
C -1.06053 0.15547 -6.70986
C -1.21316 0.44901 -5.13295
C -2.12267 1.68481 -4.81592
O -2.14758 1.87876 -3.41449
C -2.87934 2.99527 -3.07056
N -1.64094 -0.80788 -4.33145
H -1.08842 -1.61221 -4.59199
H -1.65172 -0.72025 -3.32532
H -2.60307 -1.02976 -4.54403
H -1.84387 -0.56518 -6.94469
H -0.10280 -0.31124 -6.94016
H -1.13880 1.08752 -7.26957
H -0.24679 0.67960 -4.68458
H -3.09238 1.29663 -5.12747
H -1.84852 2.60284 -5.33570
H -3.90529 2.76357 -3.35665
H -2.55841 3.85335 -3.66117
H -2.78236 3.27167 -2.02066
C 3.15259 2.44515 -0.86495
C 2.67472 2.23199 -2.32815
C 1.37196 2.95492 -2.66413
O 1.48323 4.37465 -2.50366
C 0.63555 5.10204 -3.46167
N 3.82882 2.74169 -3.25540
H 4.07676 3.69155 -3.01791
H 4.61436 2.14639 -3.03483
H 3.66758 2.60020 -4.24235
H 4.02206 1.83324 -0.62482
H 2.32543 2.30792 -0.16847
H 3.39128 3.48045 -0.62150
H 2.50598 1.18152 -2.56511
H 0.57036 2.61889 -2.00640
H 0.92844 2.73529 -3.63528
H 0.99984 4.98385 -4.48218
H 0.58725 6.15010 -3.16612
H -0.40475 4.77671 -3.46780
C 1.58823 1.11715 3.43050
C 1.21979 2.13367 4.60150
C 2.40034 2.70961 5.46769
O 1.98034 3.78437 6.31157
C 1.24316 3.28743 7.47757
N 0.47110 3.38029 4.00617
H -0.01568 3.87816 4.73779
H 1.09025 4.01179 3.51836
H -0.08836 3.06926 3.22491
H 2.21918 1.55054 2.65450
H 0.71973 0.73753 2.89227
H 2.25588 0.34428 3.81127
H 0.57936 1.68853 5.36295
H 3.08820 3.20955 4.78579
H 2.94443 1.96337 6.04665
H 1.63285 3.92363 8.27224
H 1.42082 2.31602 7.93901
H 0.20647 3.60918 7.37832
C 2.71220 -5.40303 -4.05467
C 2.28909 -5.02225 -2.60438
C 3.42280 -4.97757 -1.58313
O 3.09793 -4.59769 -0.21262
C 2.27291 -5.58179 0.46534
N 1.67996 -3.60979 -2.53498
H 2.31858 -2.84457 -2.37152
H 1.12519 -3.37231 -3.34487
H 1.08684 -3.67508 -1.72010
H 3.29997 -6.31965 -4.00530
H 3.34005 -4.65849 -4.54413
H 1.87694 -5.73642 -4.67055
H 1.43729 -5.66239 -2.37462
H 4.22441 -4.38093 -2.01850
H 3.91683 -5.94579 -1.66425
H 2.64759 -5.51342 1.48663
H 2.35658 -6.61913 0.14127
H 1.27113 -5.15313 0.49346
C 4.75403 -0.13408 1.96676
C 4.67068 -1.46868 1.18820
C 5.56379 -2.56657 1.87638
O 5.69984 -3.69797 0.90341
C 6.18731 -4.72675 1.68806
N 3.23372 -2.01483 1.01163
H 2.62219 -1.41116 0.48087
H 3.23126 -2.94496 0.61800
H 2.83086 -2.18466 1.92209
H 4.16143 0.63151 1.46596
H 5.77622 0.23672 2.04255
H 4.48400 -0.16654 3.02228
H 4.97912 -1.32045 0.15331
H 4.99631 -2.77765 2.78276
H 6.53561 -2.12152 2.08988
H 6.50982 -5.55519 1.05736
H 5.43577 -5.01702 2.42224
H 7.11060 -4.47154 2.20817
C -4.65818 -0.24656 -1.41952
C -5.16250 -1.71513 -1.57848
C -5.72428 -2.36439 -0.26195
O -6.93208 -1.72903 0.03494
C -8.06758 -2.48970 0.48078
N -6.17374 -1.69741 -2.72844
H -6.95320 -1.14490 -2.40089
H -5.70043 -1.47112 -3.59150
H -6.51688 -2.62944 -2.91194
H -5.42121 0.41194 -1.00447
H -4.39270 0.21547 -2.37039
H -3.74806 -0.20500 -0.82114
H -4.42407 -2.42429 -1.95253
H -5.09966 -2.12756 0.59937
H -5.74879 -3.45130 -0.34020
H -8.05809 -3.47957 0.02453
H -9.07427 -2.13419 0.26103
H -8.07309 -2.47413 1.57065
N 4.34706 -0.84964 -2.84468
O 4.33759 -1.33348 -3.97230
O 3.68465 -1.41187 -1.94541
O 5.02615 0.05986 -2.51648
As -0.48586 -0.94492 -0.33876
F 0.77350 -0.78798 -1.58901
F -0.79318 0.79150 -0.57089
F -1.87309 -1.04840 0.81909
F -0.02533 -2.60062 -0.12629
F 0.70217 -0.53162 0.95240
F -1.53174 -1.34517 -1.72175
*
```

## Properties
Molecular weight ... 972.08 g mol⁻¹
DFT total energy ... -147730.3498 eV
<S²> ... 0.76
HOMO (spin up / spin down) ... -0.8356 / -0.8356 Eh
Orbital gap (spin up / spin down) ... 7.3 / 3.0 eV

Here are the Löwdin charges for atoms 1 to 6, given in e: -0.002, -0.291, -0.128, -0.193, -0.136, 0.219

16 unconnected molecules or ions with the total composition C32H96O16. Source: OMol25; level of theory: wB97M-V/def2-TZVPD.

The geometry in ORCA input format:
```
! RIJCOSX wB97M-V def2-TZVPD def2/J DEFGRID3
* xyz 0 1
C 0.91910 -0.68206 -5.64839
C 1.32808 -2.13793 -5.83520
O 0.58651 -2.99033 -4.97110
H -0.02535 -0.51072 -6.16577
H 1.64544 -0.06260 -6.17836
H 0.90227 -0.38659 -4.60006
H 2.40000 -2.25552 -5.64671
H 1.15446 -2.35418 -6.89513
H 0.77783 -3.89727 -5.23143
C 1.19204 -4.10017 -2.69476
C 0.69121 -4.08518 -1.26476
O 1.36856 -5.15094 -0.58553
H 2.30532 -3.96204 -2.71344
H 0.78864 -3.29375 -3.33498
H 1.04306 -5.07016 -3.17751
H -0.38417 -4.30998 -1.22184
H 0.87445 -3.12193 -0.79882
H 0.98486 -5.20350 0.30753
C -6.10691 2.16120 -1.14667
C -5.03147 2.52933 -0.15395
O -3.77542 1.93262 -0.46626
H -7.01540 2.72467 -0.92650
H -6.28753 1.08599 -1.14753
H -5.81474 2.43630 -2.16260
H -5.31113 2.19223 0.84676
H -4.88431 3.61242 -0.08529
H -3.51491 2.16020 -1.37534
C 2.90937 -2.03408 -1.68804
C 3.76206 -2.82237 -2.65931
O 5.12602 -2.54854 -2.27582
H 1.87311 -2.14556 -1.98077
H 3.05793 -0.95458 -1.76518
H 3.07574 -2.33595 -0.65833
H 3.54731 -2.56137 -3.70176
H 3.63962 -3.90140 -2.57434
H 5.65415 -3.30730 -2.53936
C 2.47250 6.50568 0.21432
C 2.59846 5.15817 -0.48802
O 1.28901 4.58155 -0.53846
H 2.11043 6.38004 1.23085
H 1.77454 7.14667 -0.32440
H 3.44874 6.99091 0.15088
H 3.28722 4.49703 0.04231
H 2.94769 5.26345 -1.51901
H 1.29120 3.91634 -1.24290
C 2.18783 3.45990 3.48808
C 2.83255 2.49433 2.49448
O 3.20704 1.29491 3.16621
H 2.87605 3.65501 4.31138
H 1.23516 3.08198 3.85723
H 1.94066 4.42733 3.04051
H 3.71034 2.90233 1.99832
H 2.08043 2.23601 1.73701
H 2.36402 0.92087 3.47387
C -1.65217 3.16425 2.08794
C -1.94450 4.45471 1.32907
O -0.76007 5.22657 1.21958
H -2.55234 2.56158 2.24517
H -1.11283 3.37498 3.00642
H -1.03751 2.52202 1.44903
H -2.69263 5.06319 1.84017
H -2.35592 4.22673 0.33722
H -0.13613 4.79369 0.60713
C -2.99375 -1.99366 -1.36249
C -2.38232 -2.50493 -2.64925
O -1.06658 -1.97691 -2.80785
H -2.37759 -2.28337 -0.50688
H -4.00043 -2.39925 -1.25845
H -3.04376 -0.90417 -1.29717
H -3.03249 -2.19106 -3.47437
H -2.34640 -3.59827 -2.65105
H -0.72331 -2.33616 -3.64392
C 2.60902 -0.22010 5.93749
C 1.27159 -0.65557 5.37967
O 0.92362 0.05364 4.20507
H 2.88337 -0.82431 6.80125
H 2.57735 0.82736 6.23992
H 3.36873 -0.33549 5.16324
H 0.49842 -0.47460 6.14130
H 1.30279 -1.74144 5.21085
H -0.00738 -0.15359 4.00170
C -1.44269 4.24611 -3.77735
C -1.74194 2.93749 -3.03972
O -3.14664 2.67318 -3.09328
H -1.69353 4.09618 -4.82853
H -0.39114 4.51593 -3.67914
H -2.03514 5.02916 -3.30731
H -1.46244 3.07471 -1.99360
H -1.13795 2.12429 -3.44640
H -3.36934 2.36675 -3.97700
C -3.39353 -1.07482 5.24869
C -2.27565 -1.54915 4.34137
O -1.70804 -0.46022 3.62852
H -2.98926 -0.53861 6.10398
H -3.91214 -1.95123 5.65704
H -4.15607 -0.52869 4.69437
H -2.56525 -2.37103 3.68399
H -1.48682 -1.97901 4.96791
H -2.11500 -0.38690 2.74977
C 3.75388 -1.61344 2.03453
C 4.15530 -3.05471 1.78588
O 4.37089 -3.69983 3.04335
H 2.74765 -1.58668 2.45589
H 3.81636 -1.03012 1.11728
H 4.42731 -1.16644 2.76433
H 5.05372 -3.09745 1.15969
H 3.37899 -3.60394 1.23600
H 4.97906 -4.42832 2.89642
C -4.67740 -2.25493 1.70807
C -4.82602 -0.79293 1.31086
O -3.53959 -0.16832 1.45692
H -5.47471 -2.84674 1.25278
H -4.78443 -2.32946 2.79192
H -3.71671 -2.68493 1.43491
H -5.55102 -0.27354 1.94395
H -5.13888 -0.70659 0.26639
H -3.51221 0.54451 0.79754
C 0.87745 -3.55541 2.53037
C -0.27903 -4.53563 2.59538
O 0.05104 -5.75051 1.91510
H 1.80792 -4.01913 2.85708
H 0.67637 -2.73213 3.21824
H 0.97224 -3.12028 1.53761
H -1.19687 -4.10260 2.18219
H -0.47016 -4.82432 3.63636
H -0.72869 -6.30791 1.85152
C 1.98883 2.70375 -4.94889
C 2.50380 2.19898 -3.60544
O 1.58846 2.58810 -2.59263
H 2.73282 2.56992 -5.73566
H 1.81363 3.77137 -4.79771
H 1.03085 2.26064 -5.21935
H 3.48465 2.63009 -3.39508
H 2.66411 1.11610 -3.63520
H 1.05782 1.81388 -2.31954
C 0.10818 -0.41427 0.42028
C -0.37182 0.66330 -0.54552
O 0.08296 0.43289 -1.87347
H 1.16381 -0.24919 0.63238
H -0.07231 -1.41432 0.02689
H -0.48397 -0.37323 1.33594
H 0.01158 1.63629 -0.23473
H -1.46494 0.72298 -0.51422
H -0.31477 -0.37695 -2.23883
*
```

## Properties
Molecular weight ... 737.10 g mol⁻¹
DFT total energy ... -67497.6644 eV
Energy relative to the best compared isomer or geometry (same formula, charge and spin) ... 1.782 eV
HOMO ... -0.3311 Eh
Orbital gap ... 9.2 eV

Here are the Löwdin charges for atoms 1 to 6, given in e: -0.069, -0.277, -0.136, 0.083, 0.077, 0.065

17 unconnected molecules or ions with the total composition C33H100O17. Source: OMol25; level of theory: wB97M-V/def2-TZVPD.

The geometry in ORCA input format:
```
! RIJCOSX wB97M-V def2-TZVPD def2/J DEFGRID3
* xyz 0 1
C 3.06770 -6.54036 5.16844
C 3.42395 -5.67709 3.91877
C 2.78102 -4.27707 4.05450
O 4.84703 -5.34527 3.92801
H 3.53012 -7.51507 5.01283
H 2.00924 -6.77241 5.28639
H 3.36614 -6.17758 6.15202
H 3.03642 -6.25482 3.07963
H 3.02861 -3.73946 3.13920
H 3.02062 -3.72841 4.96535
H 1.69881 -4.40683 4.04576
H 5.32181 -6.07955 4.32427
C 1.76734 -1.29042 -4.75245
C 3.10155 -1.85841 -4.29814
C 3.91289 -2.30174 -5.52059
O 3.77155 -0.71760 -3.77924
H 1.16935 -0.79733 -3.98605
H 1.27632 -2.18076 -5.14524
H 1.74790 -0.64360 -5.62958
H 3.07450 -2.68382 -3.58676
H 4.21584 -1.44868 -6.12771
H 3.40638 -2.99793 -6.18908
H 4.84116 -2.79574 -5.23358
H 4.00924 -0.12424 -4.49550
C -3.86278 0.68896 1.97430
C -3.24463 -0.40562 1.19788
C -2.38114 -1.21898 2.09406
O -4.20679 -1.19094 0.54147
H -4.55210 1.30218 1.39386
H -3.06357 1.34441 2.32033
H -4.44866 0.31994 2.81613
H -2.62001 -0.01949 0.39236
H -1.77900 -1.87885 1.46948
H -2.97312 -1.78069 2.81665
H -1.66473 -0.62298 2.65943
H -3.70961 -1.79991 -0.00951
C -2.08440 2.52433 4.76132
C -2.13473 2.92425 6.20053
C -3.19467 4.00278 6.42991
O -2.45932 1.80239 6.96045
H -3.07515 2.43969 4.31484
H -1.44850 1.66891 4.53333
H -1.50874 3.27923 4.22574
H -1.18113 3.31035 6.56064
H -3.23371 4.76501 5.65172
H -2.96217 4.49305 7.37525
H -4.17560 3.52788 6.44825
H -3.39386 1.65760 6.79527
C 0.15647 -6.24773 0.67245
C 0.16882 -4.74605 0.95266
C 0.83512 -3.98586 -0.19505
O -1.11068 -4.32974 1.07141
H -0.45261 -6.51374 -0.19147
H -0.32466 -6.69947 1.53995
H 1.15601 -6.65965 0.53340
H 0.75066 -4.53438 1.84974
H 0.31859 -3.90042 -1.15108
H 1.84164 -4.40336 -0.16826
H 0.92704 -2.92032 0.01536
H -1.57046 -4.81826 1.75810
C -5.69280 2.38540 -0.88107
C -6.20555 0.98045 -1.37185
C -5.18753 0.33212 -2.26840
O -6.51340 0.18921 -0.13706
H -6.19121 2.72872 0.02547
H -5.68407 3.14005 -1.66754
H -4.68777 2.25678 -0.47924
H -7.07074 1.03717 -2.03241
H -5.48064 -0.70309 -2.44315
H -4.19126 0.33214 -1.82619
H -5.09423 0.80559 -3.24575
H -5.67755 -0.08819 0.24504
C 3.18418 4.24802 -5.06117
C 2.30573 3.48874 -4.07465
C 1.19672 2.84504 -4.82122
O 2.98687 2.47561 -3.34542
H 2.68995 5.12183 -5.48579
H 3.45655 3.64391 -5.92660
H 4.05560 4.60252 -4.51067
H 1.93816 4.21329 -3.34800
H 0.68655 2.21105 -4.09604
H 1.44964 2.26242 -5.70705
H 0.46363 3.58240 -5.14832
H 2.92438 2.69522 -2.41297
C 5.04381 2.10532 -0.09674
C 3.64746 2.69443 0.15723
C 3.42671 3.10025 1.62649
O 3.26403 3.82958 -0.65053
H 5.83964 2.80380 0.16187
H 5.21427 1.67502 -1.08359
H 5.26200 1.29786 0.60219
H 3.02527 1.81187 0.00873
H 4.18331 3.82468 1.92794
H 3.44758 2.22770 2.27942
H 2.46510 3.54722 1.87870
H 2.43821 4.19589 -0.32581
C -4.31509 -3.13419 -2.55458
C -3.37314 -3.96803 -1.63190
C -2.26228 -4.73097 -2.39176
O -2.63756 -3.00125 -0.86026
H -3.77346 -2.35179 -3.08618
H -5.15587 -2.73319 -1.98856
H -4.70717 -3.77316 -3.34584
H -3.94973 -4.56360 -0.92414
H -1.81147 -5.48611 -1.74784
H -1.54803 -4.04855 -2.85248
H -2.81482 -5.22980 -3.18798
H -2.18034 -3.47699 -0.16295
C -0.32426 5.46090 2.35224
C 0.56747 6.14331 1.40136
C 1.89220 6.70243 2.05069
O 0.91421 5.20166 0.35173
H 0.22026 4.60883 2.75914
H -1.21071 5.05727 1.86296
H -0.56157 6.14923 3.16340
H 0.12780 7.03408 0.95267
H 2.42280 7.51125 1.54832
H 2.60177 5.88418 2.17348
H 1.64746 7.11611 3.02899
H 0.16930 4.60847 0.22993
C -1.66303 0.28925 -5.23233
O -2.74096 -0.05710 -4.34137
H -1.52612 1.36921 -5.28746
H -0.76229 -0.28449 -5.01417
H -1.89015 0.02754 -6.26578
H -2.35248 0.00373 -3.46560
C -0.75545 2.69695 -1.59529
O -1.11668 2.85113 -0.27298
H -0.87445 3.64961 -2.11140
H 0.31015 2.50825 -1.72557
H -1.33195 1.97448 -2.17303
H -0.76175 2.10194 0.21109
C 1.85742 -0.42756 3.33618
O 1.68843 -1.03388 2.14478
H 2.75886 0.18520 3.32928
H 0.96910 0.17646 3.52099
H 1.89054 -1.13490 4.16483
H 2.43427 -1.61299 1.97170
O -1.56682 -0.74788 -1.99834
H -0.94871 -0.40182 -1.35459
H -1.94387 -1.52065 -1.57774
O 0.19764 0.23877 0.21255
H 0.90776 -0.00035 -0.38309
H 0.49722 -0.05446 1.07307
O 4.10116 -2.01909 0.92667
H 5.01953 -2.11246 0.67348
H 3.69546 -2.84641 0.66749
O 2.39875 -0.48249 -1.21690
H 3.16106 -0.62997 -0.65711
H 2.72740 -0.60608 -2.10737
*
```

## Properties
Molecular weight ... 769.15 g mol⁻¹
DFT total energy ... -70648.3206 eV
Energy relative to the best compared isomer or geometry (same formula, charge and spin) ... 0.000 eV
HOMO ... -0.3315 Eh
Orbital gap ... 8.9 eV

Here are the Löwdin charges for atoms 1 to 6, given in e: -0.068, -0.427, -0.066, -0.061, 0.070, 0.075

- The highest molecular weight belongs to which entry?
  C32H96AsF6N9O11